{
  "formula": "C47H43ClMnN6O2P2S",
  "method": "wB97M-V/def2-TZVPD",
  "species": ["Mn", "Cl", "S", "P", "P", "O", "O", "N", "N", "N", "N", "N", "N", "C", "C", "C", "C", "C", "C", "C", "C", "C", "C", "C", "C", "C", "C", "C", "C", "C", "C", "C", "C", "C", "C", "C", "C", "C", "C", "C", "C", "C", "C", "C", "C", "C", "C", "C", "C", "C", "C", "C", "C", "C", "C", "C", "C", "C", "C", "C", "H", "H", "H", "H", "H", "H", "H", "H", "H", "H", "H", "H", "H", "H", "H", "H", "H", "H", "H", "H", "H", "H", "H", "H", "H", "H", "H", "H", "H", "H", "H", "H", "H", "H", "H", "H", "H", "H", "H", "H", "H", "H", "H"],
  "positions_angstrom": [[-0.22364, -0.28498, 1.07881], [-5.60884, 1.78642, 1.09651], [-1.46304, -1.71908, -1.80119], [-0.92204, 1.53632, -0.71569], [1.41896, 0.18202, -0.57489], [-0.22614, -2.16488, 1.19031], [-0.86454, 1.33672, 2.41481], [-1.41714, -3.94298, -3.28919], [1.41526, -1.85258, 2.71451], [1.13906, -0.58388, 2.41851], [0.54626, 1.23502, -1.63119], [-3.21944, -3.70478, -2.05699], [-2.37464, -0.50718, 1.20251], [-0.08464, 2.59312, 0.58801], [3.07786, 2.48542, -0.80299], [-2.83024, 4.62902, -3.54519], [-0.10874, -4.95188, 1.47561], [-2.22604, 3.05192, 3.52401], [-1.48224, 2.54562, 2.49691], [2.07126, -6.02678, 2.80601], [1.15556, -6.86208, 2.18191], [1.85526, 0.42862, 2.91231], [0.06306, -6.32148, 1.52251], [3.17736, -0.72318, -2.61339], [4.22816, 3.19882, -0.51849], [0.64516, -2.65108, 2.00161], [3.91076, 0.63502, 0.48011], [1.90036, -4.65728, 2.76881], [2.70546, -3.38668, -1.98339], [3.63446, -3.05458, -2.95489], [-2.02644, -3.14898, -2.37669], [-2.92014, -1.69688, 1.51571], [0.81106, -4.10418, 2.09621], [-3.24864, 0.50572, 1.06891], [-0.99534, 3.47822, 1.41951], [3.85676, -1.72538, -3.27979], [-2.18774, -5.13588, -3.57329], [-1.63294, 2.85172, -1.77929], [5.22136, 2.63082, 0.26051], [-2.16094, 4.44562, 3.72011], [5.06616, 1.34042, 0.74421], [0.34726, 0.78572, -3.01069], [-0.34724, 4.63022, 2.13681], [-3.01774, 2.90262, -1.89659], [-0.85074, 3.71532, -2.54179], [2.90106, 1.20662, -0.28749], [-5.16014, -0.83958, 1.62301], [0.29946, 1.53232, 1.58211], [-1.44834, 4.59422, -3.42469], [2.24196, -1.05548, -1.63699], [1.51656, 1.67952, 2.42051], [-1.07864, 5.15692, 3.16171], [2.26276, 2.86422, 2.71751], [2.11266, 4.18462, 2.47751], [2.00006, -2.38898, -1.33459], [1.04896, 5.03232, 1.79901], [-3.54714, -4.81468, -2.92399], [-4.26654, -1.90508, 1.71641], [-3.61604, 3.79202, -2.76989], [-4.60614, 0.38642, 1.27811], [0.26186, -0.30088, -3.09399], [-0.65094, -6.97618, 1.03981], [2.65276, 0.22412, 3.61981], [-6.21614, -0.95158, 1.80971], [-3.29444, 5.30442, -4.24939], [-0.95974, -4.52718, 0.96281], [2.31886, 2.91822, -1.43899], [3.38006, 0.31472, -2.83629], [6.11626, 3.19022, 0.48911], [5.84996, 0.88442, 1.32961], [3.16046, 2.61662, 3.27921], [2.59716, -3.98998, 3.24901], [4.57406, -1.47618, -4.04859], [-0.76694, 6.07772, 3.63271], [-3.94244, -5.65508, -2.34879], [-4.62234, -2.89488, 1.96031], [2.92446, -6.45328, 3.31621], [4.34986, 4.20092, -0.90679], [1.25756, -2.62678, -0.58379], [1.29686, -7.93398, 2.20311], [-1.85314, 3.86122, 0.83891], [-0.83294, 5.24842, -4.02749], [1.20716, 6.06582, 2.12021], [-2.70454, 2.41872, 4.25421], [-4.29034, -4.52828, -3.67839], [-3.93004, -3.15488, -1.60849], [-0.56704, 1.23212, -3.40329], [2.92216, 4.79652, 2.85601], [-3.62424, 2.23272, -1.30169], [-0.42614, -3.89708, -3.44319], [-1.73234, -6.02868, -3.12899], [4.19146, -3.83128, -3.45849], [-4.69314, 3.82282, -2.85429], [-2.85514, 1.47532, 0.78411], [2.54176, -4.42178, -1.72229], [-2.75934, 4.89822, 4.49391], [1.19956, 5.00872, 0.71251], [1.18856, 1.12232, -3.61939], [3.77096, -0.36928, 0.85761], [-2.27634, -5.29548, -4.65149], [0.77366, 3.09712, 0.14101], [0.22476, 3.67502, -2.44669], [-2.23014, -2.52268, 1.61271]],
  "mulliken_spin": [3.92, 0.00, 0.02, -0.08, -0.03, 0.06, 0.13, 0.00, 0.03, -0.06, 0.02, 0.00, 0.07, 0.04, 0.02, 0.00, 0.00, -0.19, 0.33, 0.00, -0.01, -0.01, 0.00, -0.01, 0.00, -0.01, 0.00, -0.01, 0.00, 0.00, 0.01, 0.05, -0.01, 0.08, 0.12, 0.00, 0.00, 0.03, 0.01, 0.45, 0.00, 0.01, 0.21, 0.00, 0.00, -0.02, 0.00, -0.32, 0.00, 0.01, 0.09, -0.17, -0.06, 0.08, -0.02, 0.06, 0.00, 0.00, 0.00, 0.01, 0.00, 0.00, 0.01, 0.00, 0.00, 0.00, 0.00, 0.00, 0.00, 0.00, 0.00, 0.00, 0.00, 0.00, 0.00, 0.00, 0.00, 0.00, 0.04, 0.00, 0.06, 0.00, 0.01, 0.00, 0.00, 0.00, 0.00, 0.00, -0.01, 0.00, 0.00, 0.00, 0.00, -0.05, 0.00, 0.02, 0.01, 0.00, 0.00, 0.00, 0.00, 0.00, 0.00],
  "e_homo_ha": [-0.201, -0.207],
  "energy_ha": -4987.8022,
  "s_squared": 8.9378,
  "spin_multiplicity": 6
}